Below is a 2-piece molecular cluster, C2H4N4 overall, with properties calculated with the ωB97M-V functional and the def2-TZVPD basis.

Each line ends with the natural charge from an NBO analysis.
Geometry (Å):
H: 2.6106 0.1796 -0.8723  0.23
N: -0.7999 1.2059 0.2699  -0.31
H: 1.8634 -1.4535 -0.4940  0.22
C: 2.2020 -0.4542 -0.0760  -0.16
N: -2.1087 -0.4981 -0.1967  -0.30
H: -2.8409 1.4011 0.6776  0.21
H: 2.1760 -0.4432 0.9751  0.22
N: -0.1642 0.1758 -0.1843  -0.05
C: -2.0618 0.7612 0.3166  0.06
N: -0.8763 -0.8747 -0.4159  -0.12

## Properties
Highest occupied orbital energy (spin up / spin down) in eV: -9.971 / -9.971
Kohn-Sham gap (spin up / spin down) in eV: 7.5 / 7.5
Energy relative to the best compared isomer or geometry (same formula, charge and spin) in kcal per mole: 123.4
2S+1: 1

=====

Below is a 2-piece molecular cluster, C3H10N4 overall, with properties calculated with the ωB97M-V functional and the def2-TZVPD basis.

Each line ends with the natural charge from an NBO analysis.
Geometry (Å):
H: -7.4693 -1.6345 -0.7475  0.43
H: 8.5423 -0.3147 1.4647  0.29
H: 10.2626 0.3243 1.5305  0.33
N: 10.0007 -0.4839 -1.2687  -0.40
N: -6.2332 1.3846 -0.8679  -0.79
N: -7.4560 -1.3064 0.2752  -0.55
N: -6.3123 -0.5660 0.5957  -0.40
H: -7.3533 -2.2133 0.9218  0.48
H: -4.8956 0.7395 0.5716  0.23
H: 10.2534 -0.7279 -2.2087  0.51
H: -5.8381 2.3626 -0.8549  0.44
C: 9.4910 -0.3149 -0.2316  0.70
H: -8.3637 -0.8468 0.4213  0.43
C: 9.2600 0.2853 1.0237  -0.76
H: -6.9911 1.4336 -1.5009  0.41
C: -5.8493 0.4679 0.0220  0.32
H: 8.9520 1.4106 0.8542  0.34

## Properties
Highest occupied orbital energy in eV: -15.738
Kohn-Sham gap in eV: 9.5
Net charge: +2
Energy relative to the best compared isomer or geometry (same formula, charge and spin) in kcal per mole: 39.3
2S+1: 1

=====

no.,electronic energy (eV)
1,-8093.9639
2,-9215.2029